Record 1
21
Properties=species:S:1:pos:R:3:nbo_charge:R:1 method="wB97M-V/def2-TZVPD" total_charge=0 total_energy_ev=-11904.715 e_lumo_ev=0.49 relative_energy_kcal_mol=45.5
H 1.16181 1.54594 3.25630 0.403
H 1.73477 -1.81337 -1.49420 0.189
C -1.27104 0.82247 0.47150 0.090
H -2.67651 2.17675 1.27506 0.246
C -1.00965 -0.81642 -1.65555 -0.714
C -2.61534 1.50841 0.42210 -0.620
H 2.47258 0.71029 2.55093 0.380
C 0.68915 0.56471 1.56815 0.593
H -3.41960 0.77759 0.47633 0.219
C -0.85381 0.03794 -0.50249 0.295
N 1.06116 -0.23771 0.58216 -0.517
N -0.50169 1.12975 1.55770 -0.603
H -2.02524 -0.65867 -2.03070 0.260
H -2.72156 2.07891 -0.49783 0.219
C 2.25981 -0.77944 0.26676 0.003
C 2.50194 -1.55125 -0.79061 -0.481
H 3.48879 -1.93595 -0.97228 0.203
H -0.30450 -0.57163 -2.45186 0.234
N 1.47584 0.79051 2.66999 -0.806
H 3.07582 -0.54185 0.95216 0.169
H -0.90774 -1.87116 -1.39157 0.240

***

Record 2
13
Properties=species:S:1:pos:R:3:nbo_charge:R:1 method="wB97M-V/def2-TZVPD" total_charge=0 total_energy_ev=-36601.500 e_lumo_ev=0.50 relative_energy_kcal_mol=50.6 smiles=CN(C)[SiH](Cl)Cl
H 1.58284 0.83773 -0.88199 0.200
H 1.81574 -0.54021 -0.04748 0.213
H 1.90622 1.02111 0.79363 0.194
H -0.90396 1.71421 -1.16852 0.185
Cl -2.57335 -1.57277 0.38179 -0.308
H 0.20135 -2.17997 1.39941 -0.165
N -0.08565 0.13520 0.21256 -0.860
H -1.80723 1.01317 0.08225 0.196
Cl 0.31393 -2.65068 -1.60490 -0.586
Si -0.62907 -1.48605 0.46840 1.547
H -0.38365 2.01056 0.46598 0.186
C -0.80464 1.27545 -0.13091 -0.394
C 1.36748 0.42226 0.02978 -0.409

***

Record 3
27
Properties=species:S:1:pos:R:3:nbo_charge:R:1 method="wB97M-V/def2-TZVPD" total_charge=+1 total_energy_ev=-15162.588 e_lumo_ev=-3.83 relative_energy_kcal_mol=13.0 smiles="O=C[N+]1(c2ccccc2)CCCC1"
C -1.79516 0.01091 -1.18429 -0.272
H -0.28130 -2.22167 1.53905 0.236
H 2.66325 -0.59772 -0.41692 0.239
C 0.22033 -1.93657 -0.47943 -0.241
O 1.02327 0.96842 -2.66939 -0.400
H -3.86361 0.48922 -1.37350 0.237
C -2.90424 1.84832 0.02722 -0.160
H -3.81910 2.31034 0.28968 0.235
H 0.78471 -0.18652 2.03141 0.236
H -1.74230 2.95668 1.32427 0.237
H -1.81779 -0.79644 -1.92547 0.233
H -0.81376 -2.13866 -0.68285 0.246
C -0.57472 1.48099 0.30656 -0.226
C 1.47698 -0.82512 1.40474 -0.398
C 0.65933 -2.09759 1.00297 -0.439
H 0.84646 -2.72979 -1.08892 0.240
C -2.96133 0.68170 -0.83344 -0.151
C -1.72139 2.23599 0.58430 -0.183
H 2.41938 -1.01568 1.79177 0.236
C -0.62678 0.35671 -0.48715 0.118
C 0.71299 -0.11308 -2.33907 0.604
H 0.41823 2.03848 0.59175 0.247
C 1.77540 -0.19282 -0.00425 -0.244
H 0.39813 -1.03611 -2.93553 0.189
H 1.76308 0.95785 0.10985 0.251
H 1.32509 -2.97252 1.28657 0.250
N 0.62418 -0.52572 -0.71584 -0.319

***

Record 4
54
Properties=species:S:1:pos:R:3:nbo_charge:R:1 method="wB97M-V/def2-TZVPD" total_charge=0 total_energy_ev=-103221.833 e_lumo_ev=0.30 relative_energy_kcal_mol=13.1
H 0.99549 2.82327 -1.59708 0.425
H 0.12951 2.79093 1.51266 0.218
H 3.32192 -0.05891 6.75105 0.217
H -0.72462 2.41543 4.97035 0.423
C 1.62543 0.90844 5.90326 -0.240
H 1.96424 -1.76434 3.03683 0.246
N -2.13678 2.17055 -1.95850 -0.475
C -1.37724 -1.52054 -4.85647 -0.077
C 0.88980 -0.06374 3.79176 0.156
C 2.62507 -0.04410 5.92362 -0.202
C 1.89347 -1.02649 3.82488 -0.200
C 1.64557 0.79401 -1.78217 0.165
N 1.06819 1.90494 -1.19409 -0.542
H 2.79621 -2.74169 -2.66366 0.220
C 2.75594 -0.99827 4.90155 -0.222
C 2.46291 0.63167 -2.89412 -0.261
C 0.76079 0.87566 4.81511 0.090
H 1.30859 -2.40835 -0.67940 0.259
C -0.81697 1.16448 3.28079 0.415
H -3.06937 -0.19338 -4.70839 0.191
H -0.63173 -2.46561 -2.57156 0.181
C 1.23144 -0.28608 -1.00167 0.071
C -2.00679 -0.20269 -4.43965 -0.229
C -2.34117 -1.21879 -2.20971 -0.257
C 2.85786 -0.65989 -3.18778 -0.208
Se -1.49646 -3.18594 1.00204 -0.688
O -1.95150 -2.60318 -4.15675 -0.520
H -0.29529 -1.48037 -4.66862 0.173
C 1.64187 -1.58202 -1.29545 -0.199
H -2.20859 2.73221 3.07208 0.171
H -2.08869 -1.08941 -1.15519 0.262
H -2.83851 1.12048 2.68967 0.250
N -0.11159 0.15486 2.85340 -0.511
C -0.49010 2.46545 0.67129 -0.259
N -1.71324 1.91940 1.16663 -0.631
H -2.45743 1.77478 0.50987 0.416
Pt -0.57964 -1.17644 1.30136 0.392
H 1.52204 1.63703 6.69638 0.219
C -1.97701 1.78088 2.56517 -0.248
C -1.71045 -2.47838 -2.75834 -0.085
H -3.43256 -1.28202 -2.29055 0.189
N -1.84806 -0.06866 -2.98978 -0.486
N -0.32996 1.64866 4.45485 -0.526
H -0.65738 3.34450 0.04039 0.219
H -2.14728 -3.34859 -2.27293 0.221
C 2.45861 -1.74865 -2.39770 -0.227
N 0.39816 0.18472 0.01135 -0.490
C -1.99808 1.12988 -2.44606 0.487
H 3.49560 -0.83507 -4.04437 0.216
H 2.77761 1.47103 -3.50031 0.219
C 0.31593 1.48384 -0.14466 0.440
H -1.50759 0.63192 -4.93156 0.215
H -1.54726 -1.69668 -5.91814 0.198
H 3.54910 -1.73070 4.96830 0.220

***

Record 5
49
Properties=species:S:1:pos:R:3:nbo_charge:R:1 method="wB97M-V/def2-TZVPD" total_charge=0 total_energy_ev=-191332.870 e_lumo_ev=-1.26
H 5.75890 0.50467 2.56214 0.270
H -3.55761 1.99835 -4.82229 0.175
C -3.07526 -2.72590 3.24183 -0.446
H 1.94351 -0.92632 0.38757 0.216
C -1.17998 -0.00627 -1.26040 -0.419
H -1.60879 -3.42715 1.78373 0.231
C 2.59348 0.16370 2.99966 -0.164
Br -2.93936 -0.90938 2.54754 -0.006
C 5.41729 -0.14564 1.66863 -0.689
C 3.08239 1.40382 3.87763 0.788
C -1.83411 2.74705 -6.27603 -0.259
H -1.75372 -0.76887 -1.91346 0.206
C 1.35008 0.63129 2.49527 0.022
C 0.78338 -0.94123 0.36878 -0.404
Cl 5.16377 -3.08981 1.78504 -0.014
C -2.61568 1.48849 -4.38187 -0.064
H -2.60332 3.54333 -5.98717 0.172
Br -3.82248 -4.04221 0.80892 -0.009
H -2.69962 2.89880 -2.66489 0.206
H 6.37653 -0.57292 1.18051 0.248
H -0.39704 -0.73155 2.25853 0.262
C -2.54671 -3.73178 2.24947 -0.450
H 4.91285 0.51415 0.86179 0.244
H 0.50792 -1.37370 -1.80293 0.218
Cl 2.28625 -2.76018 3.18008 0.007
C 3.22200 -1.26312 2.73354 -0.089
H -4.12011 -2.88807 3.50694 0.237
C -2.56577 1.75196 -2.78590 -0.434
H -2.25673 2.08481 -7.11344 0.175
C -1.15442 1.38979 -2.10921 -0.409
H -0.48099 0.81011 1.25612 0.252
H 0.49057 -2.04977 0.53907 0.210
C 4.51194 -1.39107 2.11495 0.053
C 1.00886 2.11124 3.01271 0.778
H -1.76573 0.07832 -0.28375 0.207
O -1.46475 2.00531 -5.09023 -0.566
C 0.23233 -0.03004 1.57231 -0.495
O 4.23544 1.73112 4.26609 -0.515
H -2.69534 0.35663 -4.53249 0.172
O 0.17362 2.93092 2.59143 -0.496
H -3.41559 1.24465 -2.21322 0.216
H -2.41221 -4.70543 2.72377 0.232
C 0.35340 -0.46456 -1.10428 -0.407
H -0.70175 2.25247 -1.48162 0.212
H 1.06830 0.36024 -1.44169 0.207
H -2.47033 -2.72817 4.15037 0.231
H -0.87097 3.26340 -6.66025 0.201
H -0.37165 1.20088 -2.94482 0.215
O 1.90726 2.20762 4.14554 -0.527

***

Record 6
54
Properties=species:S:1:pos:R:3:nbo_charge:R:1 method="wB97M-V/def2-TZVPD" total_charge=0 total_energy_ev=-34407.268 e_lumo_ev=0.65 relative_energy_kcal_mol=34.6 smiles="O=C(N[C@@H]1CCC(=O)N(CCOc2ccccc2)CC1)OCc1ccccc1"
H -6.38864 -2.59228 0.27914 0.212
C 1.41051 3.31665 0.91631 -0.094
H 0.66192 -2.93730 0.66197 0.214
H -1.04058 4.14856 1.66808 0.208
C 0.09213 2.61199 -1.11637 -0.177
C 4.30310 -1.68585 -0.24994 -0.408
C -5.45796 -2.04576 0.27617 -0.255
H 4.54422 -2.70697 0.04851 0.220
H -2.15995 -2.54168 0.77864 0.210
C -0.66609 -0.39606 0.44643 -0.079
C 1.57666 -2.49674 0.26159 -0.217
C 3.51583 -1.68408 -1.57693 -0.522
C -2.26384 3.03779 -1.27802 -0.214
C 2.14544 -1.00888 -1.57999 0.713
H 3.36265 -2.70822 -1.92600 0.231
C -4.25269 0.00798 -0.00999 -0.283
H -0.66478 -1.08210 1.30187 0.168
H 1.22425 3.18482 1.98840 0.218
O -1.94515 0.15652 0.24854 -0.508
C -2.24128 3.62107 -0.02264 -0.205
H 1.86496 4.29876 0.74687 0.201
O 1.89803 -0.10755 -2.35915 -0.648
C -1.09721 2.52906 -1.81900 -0.214
C 2.41994 1.19554 1.16660 0.900
C 3.56765 -1.01376 0.91102 -0.035
C -0.15700 -1.08321 -0.83093 -0.254
N 1.21324 -1.53828 -0.75456 -0.454
H -3.18911 2.97775 -1.83269 0.211
H 1.73533 -1.20743 1.99733 0.252
O 2.38128 2.36654 0.49140 -0.520
H 0.99760 2.20515 -1.54188 0.232
H -0.80334 -1.93648 -1.07134 0.194
H -0.03078 0.45644 0.68906 0.218
H 5.24974 -1.16378 -0.40011 0.219
C -4.26928 -2.69192 0.55501 -0.176
H -0.21089 -0.36273 -1.65045 0.253
H -1.10686 2.06602 -2.79466 0.216
H -4.21645 1.06463 -0.22092 0.224
N 3.18379 0.31977 0.48262 -0.642
H 2.15751 -3.30748 -0.18984 0.194
H 3.59514 0.67630 -0.36588 0.415
H -6.36515 -0.17037 -0.22234 0.213
H -4.26797 -3.74896 0.77914 0.210
H 2.75523 -2.64737 2.04544 0.214
C -3.06688 -2.00293 0.55087 -0.341
C 2.37565 -1.85439 1.39935 -0.435
H 4.26175 -0.91604 1.76053 0.205
C -3.04778 -0.64193 0.26676 0.391
H -3.15019 4.01329 0.41042 0.211
O 1.85308 0.98588 2.21295 -0.662
C -1.05613 3.69911 0.68532 -0.204
C 0.11977 3.19931 0.14112 -0.072
C -5.44242 -0.68794 -0.00559 -0.188
H 4.09201 -1.17042 -2.34824 0.242

***

Record 7
81
Properties=species:S:1:pos:R:3:lowdin_charge:R:1 method="wB97M-V/def2-TZVPD" total_charge=-1 total_energy_ev=-62264.919 e_lumo_ev=1.06 relative_energy_kcal_mol=226.3
N 1.94357 -2.86315 6.55152 -0.321
H -5.93906 1.05661 -4.61764 0.072
H 3.60892 -0.78873 -0.65947 0.071
C 0.16602 0.29720 7.70872 -0.134
H 0.00246 0.30540 -5.17276 -0.006
C 3.46487 -0.04693 7.06662 -0.139
H 3.19253 1.66734 5.27445 0.080
C -4.58888 2.35223 -6.33750 -0.153
H 1.58856 -4.12046 4.87889 0.078
N 2.38633 -0.13262 6.11170 -0.362
H 0.49703 -2.29183 1.26138 0.019
H 1.44337 1.65258 5.52382 0.059
H 2.72175 -3.94649 8.18611 0.073
C -1.08860 1.30545 -1.20430 -0.204
H 3.83745 0.97900 7.19221 0.078
H -2.21622 0.47486 -9.82718 0.081
C 2.33685 -3.96436 5.66480 -0.142
N -4.19860 1.03726 -5.85022 -0.321
H -4.42109 1.39332 -3.76677 0.081
H -4.18105 3.15431 -5.71630 0.071
C 3.49977 -0.25686 0.37701 -0.200
H 1.77005 0.03090 1.83535 0.056
H 0.58783 1.18724 0.34283 0.073
H 4.50212 -0.46496 0.99104 0.093
O 1.99191 -1.72421 4.45018 -0.286
C -4.87337 0.80189 -4.56846 -0.145
H -5.68078 2.45972 -6.33060 0.073
H 2.21718 2.01406 -1.43130 0.063
C -3.93102 -0.56227 -8.30317 -0.157
H 0.60673 1.82623 -5.80123 0.084
H 3.30794 -3.77201 5.19893 0.083
H -1.40796 -1.59092 6.77795 0.078
C 1.21650 -1.82047 0.43386 -0.334
H 2.60305 1.89012 0.89579 0.101
H -0.47327 0.71852 6.92478 0.086
H -0.38118 0.33341 8.65864 0.081
C -0.65886 -1.89430 7.51889 -0.156
O 3.14534 1.67831 -1.25511 -0.209
H -2.22739 3.08095 -7.28940 0.056
H 4.47479 1.80439 0.41479 0.107
H -4.84966 -0.56885 -7.70726 0.072
H -1.05450 0.32153 0.86464 0.115
P 1.33200 -1.42492 5.81857 0.767
H -1.09261 -1.80126 8.52173 0.076
H -1.55726 2.24541 -0.64752 0.061
H -4.24015 -0.39069 -9.34120 0.077
N 0.57338 -1.08087 7.39163 -0.283
N -2.98655 0.48447 -7.84648 -0.281
H -0.45929 -2.96053 7.36935 0.073
H 2.38834 -2.29106 8.56011 0.064
H -4.83477 -0.25902 -4.29474 0.073
O -2.40799 0.07133 -4.59489 -0.302
I 1.16597 -0.90572 -2.58357 0.700
C -0.26711 0.47242 -0.01688 -0.300
P -2.67714 0.26353 -6.10756 0.760
H 2.40269 -4.91685 6.20462 0.072
H -1.94628 3.34855 -5.54611 0.079
H -0.74315 -1.64402 -0.71583 0.076
H 2.16684 0.74594 4.19184 0.060
H -1.27075 -0.48361 -8.66508 0.086
C -0.07595 0.99543 -6.01871 -0.136
H -4.30612 2.52492 -7.37823 0.065
C -1.85923 0.43215 -8.79092 -0.132
C 2.29808 1.03302 5.23983 -0.123
H -1.88368 0.64624 -1.76036 0.066
N -1.45201 1.42516 -6.23886 -0.361
C 3.37927 1.39760 0.17114 -0.256
H 2.75281 -1.55589 2.09669 0.079
H -3.47997 -1.55870 -8.22659 0.077
H 3.80340 -2.70305 7.55927 0.070
H -1.19372 1.29489 -8.69603 0.075
H 0.30429 0.47947 -6.90428 0.059
C 2.25845 -0.86275 1.25962 -0.329
H -0.62049 3.32129 -6.71022 0.080
H 1.02135 0.96156 7.86127 0.074
H 4.31550 -0.66358 6.75977 0.079
C 0.24169 -0.98288 -0.58329 -0.762
H 3.14533 -0.33568 8.06853 0.057
C 2.75395 -2.93654 7.75850 -0.155
C -1.57616 2.84784 -6.44627 -0.138
H -0.31439 1.75301 -1.98510 0.036

***

Let's list frontier orbital gap in order: 0.3012; 0.3621; 0.3522; 0.2409; 0.3030; 0.3301; 0.0945 Ha.